Record 1
# C3H7Br2O2P

2 unconnected molecules or ions with the total composition C3H7Br2O2P at a distorted geometry (wB97M-V/def2-TZVPD, the OMol25 dataset).

Calculated values
electronic energy: -5758.25974 Ha
relative energy (zero: lowest compared OMol25 entry of this formula, charge and spin): 111.18 kcal per mole
HOMO level (alpha / beta): -0.327 / -0.299 Eh
orbital gap (alpha / beta): 9.1 / 6.2 eV

Last column: Mulliken charge in e.
Positions of all 15 atoms, in Å:
C1 -2.05 0.97 -2.30  -0.684
C2 -3.71 1.00 0.56  -0.659
C3 2.18 -2.37 1.52  -0.606
O1 -1.19 -0.29 1.20  -0.423
O2 -1.62 0.19 -1.17  -0.184
P1 -1.77 0.74 0.35  0.462
Br1 -4.72 -0.68 0.61  -0.082
Br2 2.70 -1.54 -0.09  -0.077
H1 -1.70 0.41 -3.15  0.250
H2 -1.79 2.00 -2.20  0.339
H3 -3.11 0.87 -2.29  0.289
H4 -3.81 1.40 1.48  0.394
H5 -4.13 1.40 -0.34  0.303
H6 1.77 -3.34 1.46  0.345
H7 2.44 -1.96 2.48  0.333

=====

Record 2
# C31H90CaF3N15O8P5S

A molecular structure, C31H90CaF3N15O8P5S at a distorted geometry (wB97M-V/def2-TZVPD, the OMol25 dataset).

Calculated values
electronic energy: -5740.66830 Ha
net charge: +1
HOMO level: -0.330 Eh
orbital gap: 7.0 eV

Last column: Mulliken charge in e.
Positions of all 154 atoms, in Å:
Ca1 -0.07 -36.30 7.94  2.470
C1 -4.08 -33.40 7.96  0.402
F1 -4.55 -34.14 8.92  -0.221
F2 -4.30 -33.97 6.76  -0.207
F3 -4.54 -32.18 8.01  -0.162
S1 -2.14 -33.25 8.24  0.665
O1 -1.94 -33.02 9.67  -0.514
O2 -1.49 -34.59 7.96  0.450
O3 -1.73 -32.20 7.30  -0.558
O4 -4.87 -28.57 10.14  -0.863
P1 -3.58 -27.94 9.91  0.346
N1 -3.44 -26.28 10.29  0.218
C2 -4.68 -25.46 10.29  -1.021
C3 -2.22 -25.46 10.15  -1.035
N2 -3.09 -27.86 8.24  0.402
C4 -4.04 -27.36 7.25  -1.059
C5 -1.93 -28.52 7.67  -1.261
N3 -2.30 -28.61 10.84  0.586
C6 -1.77 -29.97 10.59  -0.894
C7 -2.05 -28.14 12.20  -1.175
H1 -4.75 -24.99 9.31  0.354
H2 -4.66 -24.61 10.98  0.303
H3 -5.56 -26.08 10.46  0.284
H4 -1.24 -25.91 10.27  0.290
H5 -2.27 -24.58 10.79  0.375
H6 -2.10 -24.93 9.20  0.332
H7 -5.03 -27.82 7.25  0.327
H8 -4.13 -26.28 7.32  0.269
H9 -3.77 -27.53 6.21  0.399
H10 -1.03 -28.39 8.27  0.295
H11 -2.20 -29.57 7.56  0.519
H12 -1.62 -28.24 6.66  0.379
H13 -2.08 -30.32 9.61  -0.261
H14 -0.69 -30.12 10.66  0.329
H15 -2.21 -30.73 11.23  0.488
H16 -2.26 -28.85 13.00  0.291
H17 -2.47 -27.19 12.53  0.337
H18 -0.96 -28.01 12.23  0.401
O5 1.25 -35.37 6.27  1.191
P2 2.20 -34.50 5.46  -1.724
N4 1.35 -33.78 4.15  1.176
C8 2.01 -33.20 2.99  -1.349
C9 -0.09 -33.50 4.28  -1.287
N5 3.50 -35.37 4.75  0.460
C10 3.12 -36.15 3.62  -0.830
C11 4.71 -35.90 5.47  -1.123
N6 2.79 -33.09 6.23  0.804
C12 1.69 -32.44 6.92  -1.248
C13 3.83 -32.24 5.82  -1.106
H19 3.08 -33.40 2.97  0.420
H20 1.81 -32.13 2.96  0.361
H21 1.56 -33.60 2.08  0.276
H22 -0.32 -32.45 4.48  0.508
H23 -0.64 -34.03 5.06  -0.035
H24 -0.57 -33.85 3.36  0.405
H25 3.58 -37.14 3.59  0.566
H26 2.05 -36.33 3.72  -0.055
H27 3.44 -35.56 2.76  0.319
H28 5.35 -36.52 4.85  0.534
H29 5.33 -35.14 5.95  0.247
H30 4.42 -36.64 6.22  0.380
H31 1.25 -33.06 7.70  0.009
H32 2.01 -31.60 7.54  0.488
H33 0.88 -32.20 6.24  0.190
H34 3.49 -31.69 4.95  0.261
H35 4.60 -32.95 5.50  0.321
H36 4.06 -31.56 6.64  0.280
O6 -1.44 -37.29 9.38  -0.564
P3 -2.57 -37.76 10.28  -1.622
N7 -3.19 -36.67 11.43  0.787
C14 -3.95 -37.14 12.58  -1.082
C15 -2.78 -35.25 11.34  -0.771
N8 -2.14 -39.23 11.09  0.544
C16 -2.15 -40.47 10.35  -1.011
C17 -1.37 -39.31 12.27  -1.031
N9 -4.07 -38.22 9.51  0.853
C18 -4.66 -37.39 8.44  -0.653
C19 -5.12 -39.05 10.17  -1.330
H37 -3.35 -37.08 13.49  0.419
H38 -4.36 -38.15 12.46  0.301
H39 -4.79 -36.55 12.95  0.292
H40 -1.78 -35.06 11.73  -0.032
H41 -3.41 -34.66 12.00  0.388
H42 -2.84 -34.94 10.30  0.000
H43 -1.15 -40.60 9.94  0.401
H44 -2.47 -41.36 10.88  0.408
H45 -2.84 -40.48 9.51  0.168
H46 -2.05 -39.09 13.09  0.364
H47 -1.12 -40.34 12.54  0.465
H48 -0.42 -38.80 12.40  0.113
H49 -5.18 -37.94 7.66  0.335
H50 -5.24 -36.54 8.81  0.458
H51 -3.79 -36.85 8.08  -0.537
H52 -5.94 -38.40 10.48  0.205
H53 -4.52 -39.62 10.88  0.567
H54 -5.47 -39.78 9.44  0.321
O7 1.50 -35.58 9.42  -0.201
P4 2.43 -35.41 10.56  -1.206
N10 2.10 -36.41 11.94  0.316
C20 0.80 -36.33 12.69  -0.900
C21 2.52 -37.85 12.01  -1.035
N11 2.33 -33.83 11.25  0.949
C22 1.26 -32.86 10.87  -0.580
C23 3.13 -33.46 12.39  -1.088
N12 4.09 -35.60 10.07  0.402
C24 5.30 -35.67 10.97  -1.056
C25 4.35 -35.16 8.68  -0.698
H55 -0.06 -36.75 12.16  0.133
H56 0.56 -35.27 12.80  0.262
H57 0.73 -36.75 13.69  0.491
H58 2.12 -38.34 11.12  0.267
H59 2.09 -38.35 12.88  0.394
H60 3.60 -37.73 12.00  0.284
H61 0.48 -32.59 11.58  0.346
H62 1.67 -31.94 10.47  0.329
H63 0.70 -33.27 10.03  -0.410
H64 3.73 -32.62 12.06  0.324
H65 2.49 -33.09 13.20  0.321
H66 3.81 -34.27 12.63  0.329
H67 5.09 -36.10 11.96  0.406
H68 6.09 -36.19 10.43  0.297
H69 5.76 -34.69 11.08  0.365
H70 4.29 -34.07 8.58  0.291
H71 3.64 -35.63 8.00  -0.145
H72 5.34 -35.56 8.46  0.525
O8 -1.04 -37.40 6.11  -0.032
P5 -1.67 -38.12 5.02  -0.793
N13 -2.34 -39.75 5.36  0.647
C26 -2.56 -40.24 6.76  -0.658
C27 -2.50 -40.69 4.24  -1.061
N14 -0.62 -38.36 3.69  0.260
C28 0.56 -39.23 3.86  -0.777
C29 -0.28 -37.08 2.94  -1.243
N15 -3.09 -37.32 4.28  0.445
C30 -3.88 -38.02 3.23  -1.210
C31 -3.50 -36.16 5.05  0.151
H73 -3.52 -40.73 6.91  0.424
H74 -2.37 -39.41 7.44  -0.284
H75 -1.73 -40.91 6.99  0.426
H76 -1.54 -41.16 4.04  0.255
H77 -2.92 -40.25 3.33  0.228
H78 -3.32 -41.33 4.57  0.416
H79 1.21 -38.83 4.64  0.175
H80 0.11 -40.16 4.21  0.179
H81 1.12 -39.48 2.96  0.337
H82 -1.17 -36.58 2.57  0.305
H83 0.02 -36.33 3.67  0.224
H84 0.45 -37.24 2.14  0.514
H85 -4.51 -37.35 2.65  0.419
H86 -3.23 -38.49 2.49  0.361
H87 -4.51 -38.80 3.67  0.316
H88 -4.58 -36.01 4.97  0.494
H89 -2.91 -35.27 4.84  0.062
H90 -3.27 -36.42 6.08  -0.768

=====

Record 3
# C3H3N3O2

C3H3N3O2 in the gas phase at a distorted geometry (wB97M-V/def2-TZVPD, the OMol25 dataset).

Calculated values
electronic energy: -430.76673 Ha
relative energy (zero: lowest compared OMol25 entry of this formula, charge and spin): 96.79 kcal per mole
HOMO level: -0.375 Eh
orbital gap: 10.5 eV

Last column: Mulliken charge in e.
Positions of all 11 atoms, in Å:
H1 -0.68 0.47 2.97  0.290
N1 -0.35 -0.29 2.35  -0.508
C1 -0.20 0.40 1.27  0.205
N2 -0.05 -0.12 -0.09  0.067
C2 -0.27 0.72 -1.28  -0.014
N3 -0.02 0.02 -2.33  -0.302
O1 0.59 -1.17 -1.99  -0.180
C3 0.65 -1.27 -0.51  0.508
O2 1.40 -2.07 0.07  -0.502
H2 -0.53 1.54 0.88  0.097
H3 -0.54 1.78 -1.34  0.339

=====

Record 4
# C23H32CrN4O15P2S2

A molecular structure, C23H32CrN4O15P2S2 at a distorted geometry (wB97M-V/def2-TZVPD, the OMol25 dataset).

Calculated values
electronic energy: -4767.22322 Ha
net charge: -1
relative energy (zero: lowest compared OMol25 entry of this formula, charge and spin): 25.20 kcal per mole
2S+1: 4
HOMO level (alpha / beta): -0.207 / -0.207 Eh
orbital gap (alpha / beta): 7.0 / 6.9 eV

Last column: Mulliken charge in e.
Positions of all 79 atoms, in Å:
Cr1 1.13 0.21 -0.36  0.682
O1 1.62 0.83 -4.28  -0.726
C1 1.65 0.98 -3.08  -0.125
O2 0.95 0.21 -2.25  -0.202
C2 2.36 2.15 -2.45  -0.116
C3 1.37 2.90 -1.54  -0.207
C4 1.92 4.26 -1.13  -1.051
C5 2.98 3.88 -0.07  -0.947
C6 2.91 2.37 -0.12  -0.031
O3 1.49 2.17 -0.31  -0.212
C7 3.50 1.84 -1.44  0.078
C8 3.78 0.38 -1.36  -0.421
O4 4.67 -0.18 -1.96  -0.712
O5 2.92 -0.31 -0.59  -0.108
H1 2.68 2.78 -3.27  0.714
H2 0.32 2.85 -1.83  0.758
H3 2.33 4.77 -2.00  0.400
H4 1.15 4.90 -0.70  0.328
H5 3.98 4.22 -0.31  0.414
H6 2.72 4.27 0.92  0.306
H7 3.17 1.80 0.76  0.431
H8 4.41 2.38 -1.67  0.793
N1 2.21 0.29 4.20  -0.302
C9 1.81 -1.06 3.66  0.798
C10 1.49 -1.95 4.81  -1.613
P1 0.22 -0.61 2.69  0.494
O6 -0.33 0.45 3.86  -0.704
O7 -0.90 -1.56 2.53  -0.949
O8 0.75 0.32 1.60  0.511
P2 3.45 -1.46 2.70  0.741
O9 4.39 -1.27 4.09  -0.647
O10 3.76 -2.84 2.22  -0.841
O11 3.56 -0.19 1.93  -0.816
H9 1.45 0.81 4.64  0.394
H10 2.55 0.81 3.37  0.109
H11 3.02 0.24 4.82  0.389
H12 0.65 -1.56 5.39  0.374
H13 2.35 -2.08 5.47  0.411
H14 1.20 -2.94 4.43  0.315
H15 -1.19 0.09 4.13  0.331
H16 4.90 -2.08 4.17  0.316
O12 -6.84 -0.07 -4.78  -0.680
S1 -7.50 -0.54 -3.57  1.208
O13 -7.02 -1.80 -3.05  -0.675
O14 -8.94 -0.37 -3.57  -0.674
C11 -6.89 0.66 -2.33  0.033
N2 -7.67 1.64 -1.82  -0.519
C12 -7.07 2.51 -1.02  -0.309
C13 -5.74 2.43 -0.69  -0.672
C14 -5.05 1.38 -1.21  0.208
N3 -5.60 0.51 -2.04  -0.259
C15 -3.62 1.10 -0.95  1.563
C16 -2.91 1.75 0.06  -1.187
C17 -1.61 1.36 0.28  -1.023
N4 -0.95 0.50 -0.50  1.295
C18 -1.66 -0.08 -1.49  -0.951
C19 -2.98 0.16 -1.74  -1.102
H17 -7.68 3.31 -0.61  0.392
H18 -5.27 3.17 -0.06  0.320
H19 -3.34 2.51 0.70  0.296
H20 -1.03 1.77 1.09  0.583
H21 -1.11 -0.76 -2.13  0.760
H22 -3.54 -0.36 -2.51  0.675
C20 2.27 -2.96 -2.37  -1.145
C21 2.32 -3.13 -0.88  -0.515
S2 1.01 -2.28 0.02  1.147
O15 1.30 -2.49 1.47  -0.995
C22 -0.52 -3.17 -0.30  -0.417
C23 -0.54 -4.39 0.58  -1.353
H23 3.15 -3.45 -2.77  0.421
H24 2.34 -1.92 -2.69  0.103
H25 1.39 -3.41 -2.85  0.332
H26 3.20 -2.64 -0.46  0.259
H27 2.28 -4.16 -0.51  0.572
H28 -0.60 -3.34 -1.38  0.624
H29 -1.29 -2.46 -0.02  0.289
H30 0.30 -5.06 0.39  0.333
H31 -1.47 -4.94 0.43  0.426
H32 -0.49 -4.05 1.61  0.277

=====

Record 5
# C8H11LuNPS

A molecular structure, C8H11LuNPS at a distorted geometry (wB97M-V/def2-TZVPD, the OMol25 dataset).

Calculated values
electronic energy: -2340.97355 Ha
HOMO level (alpha / beta): -0.209 / -0.213 Eh
orbital gap (alpha / beta): 4.1 / 4.4 eV

Last column: Mulliken charge in e.
Positions of all 23 atoms, in Å:
C1 -0.70 0.80 -1.81  -0.541
C2 -1.20 2.05 -2.26  -0.735
C3 -0.27 3.08 -1.90  -0.381
C4 0.98 2.42 -1.56  -0.849
C5 0.71 1.03 -1.39  -0.381
Lu1 -0.89 -0.85 1.50  0.776
P1 0.23 -3.21 1.16  -0.308
H1 -1.19 -0.17 -1.83  0.446
H2 -2.18 2.20 -2.73  0.367
H3 -0.44 4.12 -1.88  0.458
H4 1.38 0.26 -1.05  0.476
H5 1.95 2.90 -1.41  0.442
H6 1.40 -3.65 0.44  0.179
H7 -0.77 -3.68 0.23  0.177
H8 0.11 -4.28 2.10  0.176
S1 0.84 0.58 4.44  -0.125
C6 1.10 1.98 3.42  -0.268
C7 1.10 1.66 2.10  -0.305
N1 0.80 0.32 1.86  -0.249
C8 0.68 -0.45 3.04  -0.284
H9 1.23 2.97 3.83  0.365
H10 1.26 2.31 1.25  0.334
H11 1.13 -1.45 3.06  0.230

=====

Record 6
# C3H4F3NO3

2 unconnected molecules or ions with the total composition C3H4F3NO3 at a distorted geometry (wB97M-V/def2-TZVPD, the OMol25 dataset).

Calculated values
electronic energy: -696.64541 Ha
relative energy (zero: lowest compared OMol25 entry of this formula, charge and spin): 98.88 kcal per mole
HOMO level: -0.406 Eh
orbital gap: 10.2 eV

Last column: Mulliken charge in e.
Positions of all 14 atoms, in Å:
C1 0.90 -0.64 0.82  -0.767
C2 2.12 -0.64 0.27  0.116
N1 2.95 -1.74 -0.06  0.875
O1 3.06 -2.72 0.71  -0.539
O2 3.62 -1.59 -1.04  -0.502
C3 2.76 0.75 0.12  0.949
F1 4.07 0.70 0.45  -0.253
F2 2.13 1.69 0.81  -0.272
F3 2.61 1.20 -1.09  -0.233
H1 0.40 -1.66 0.93  0.223
H2 0.56 0.13 1.37  0.401
O3 -0.55 1.29 -1.13  -0.618
H3 -1.12 1.63 -0.47  0.310
H4 -0.06 1.94 -1.64  0.311

=====

Record 7
# C3H7ClNO

2 unconnected molecules or ions with the total composition C3H7ClNO at a distorted geometry (wB97M-V/def2-TZVPD, the OMol25 dataset).

Calculated values
electronic energy: -708.77178 Ha
net charge: -1
relative energy (zero: lowest compared OMol25 entry of this formula, charge and spin): 25.80 kcal per mole
HOMO level: -0.121 Eh
orbital gap: 5.7 eV

Last column: Mulliken charge in e.
Positions of all 13 atoms, in Å:
Cl1 12.91 -14.18 24.86  -1.000
C1 17.81 -9.94 24.09  -0.885
C2 18.13 -9.30 22.77  0.640
O1 17.57 -9.63 21.74  -0.625
N1 18.96 -8.26 22.82  -0.183
C3 19.36 -7.50 21.68  -0.862
H1 18.09 -10.99 24.00  0.254
H2 16.74 -10.06 24.26  0.295
H3 18.32 -9.46 24.92  0.262
H4 19.38 -8.02 23.71  0.207
H5 18.71 -6.63 21.59  0.272
H6 19.29 -8.10 20.78  0.299
H7 20.38 -7.10 21.73  0.325

=====

Record 8
# C21H24BClO4

2 unconnected molecules or ions with the total composition C21H24BClO4 at a distorted geometry (wB97M-V/def2-TZVPD, the OMol25 dataset).

Calculated values
electronic energy: -1600.52739 Ha
relative energy (zero: lowest compared OMol25 entry of this formula, charge and spin): 0.00 kcal per mole
HOMO level: -0.205 Eh
orbital gap: 1.8 eV

Last column: Mulliken charge in e.
Positions of all 51 atoms, in Å:
C1 7.46 -0.76 2.12  -1.172
C2 6.36 0.19 2.13  0.320
C3 6.35 1.57 2.13  -0.526
C4 4.98 1.97 2.14  -0.693
C5 4.22 0.80 2.14  0.516
B1 2.63 0.54 2.13  0.487
O1 2.32 -0.21 3.37  -0.450
C6 0.93 -0.38 3.38  -0.866
C7 0.31 0.29 2.11  1.550
C8 -1.17 0.12 2.10  -2.148
C9 0.95 -0.38 0.85  -0.793
O2 2.34 -0.21 0.89  -0.443
C10 0.69 1.80 2.12  -0.849
O3 2.09 1.92 2.13  -0.322
O4 5.07 -0.28 2.14  -0.416
H1 8.39 -0.18 2.12  0.304
H2 7.45 -1.39 3.01  0.267
H3 7.44 -1.39 1.22  0.266
H4 7.22 2.22 2.12  0.380
H5 4.58 2.97 2.14  0.507
H6 0.67 -1.45 3.40  0.317
H7 0.50 0.09 4.29  0.347
H8 -1.59 0.59 1.20  0.478
H9 -1.41 -0.95 2.10  0.432
H10 -1.59 0.59 2.99  0.306
H11 0.70 -1.45 0.83  0.303
H12 0.53 0.09 -0.06  0.337
H13 0.27 2.29 1.22  0.301
H14 0.26 2.28 3.02  0.287
Cl1 -4.73 -3.63 -2.62  -0.161
C11 -4.43 -2.67 -1.23  0.443
C12 -4.06 -3.29 -0.03  -1.010
C13 -3.80 -2.51 1.10  -0.297
C14 -3.89 -1.10 1.05  1.199
C15 -3.67 -0.32 2.25  0.689
C16 -4.08 1.15 2.29  -0.833
C17 -4.39 1.44 3.80  -0.836
C18 -4.26 0.09 4.45  -0.464
C19 -3.89 -0.88 3.55  -0.598
C20 -4.30 -0.50 -0.17  -0.260
C21 -4.57 -1.28 -1.30  -0.977
H15 -3.97 -4.37 0.01  0.407
H16 -3.56 -3.01 2.04  0.295
H17 -3.35 1.86 1.88  0.333
H18 -5.01 1.26 1.72  0.614
H19 -3.68 2.18 4.20  0.356
H20 -5.40 1.88 3.90  0.398
H21 -4.48 -0.06 5.50  0.475
H22 -3.81 -1.94 3.78  0.395
H23 -4.45 0.58 -0.23  0.401
H24 -4.88 -0.81 -2.22  0.404

=====

Number 7 is which compound? C3H7ClNO